(1)
{
  "formula": "C4H8ClN",
  "method": "wB97M-V/def2-TZVPD",
  "elements": ["C", "C", "N", "C", "C", "Cl", "H", "H", "H", "H", "H", "H", "H", "H"],
  "xyz": [[-0.998, 1.204, -0.061], [-0.560, -0.180, 0.462], [-1.282, -1.150, -0.403], [0.930, -0.525, 0.405], [1.846, 0.249, -0.123], [3.545, -0.142, -0.052], [-0.613, 1.223, -1.081], [-0.393, 2.012, 0.502], [-2.093, 1.474, 0.088], [-0.931, -0.411, 1.442], [-1.250, -2.074, 0.018], [-0.905, -1.304, -1.338], [1.102, -1.520, 0.782], [1.602, 1.144, -0.641]],
  "forces_ev_per_angstrom": [[1.3, 1.2, 1.9], [-0.4, -0.4, -2.1], [-0.4, -0.9, 0.2], [-1.4, 0.4, 0.3], [0.6, -0.6, 0.2], [-0.2, 0.1, -0.3], [-0.7, 0.4, -0.2], [-0.9, -1.0, -0.8], [1.5, -0.8, -0.5], [-0.1, 0.3, 0.7], [-0.1, 0.0, 0.1], [0.2, 0.6, 0.3], [0.6, 0.0, 0.3], [0.1, 0.8, -0.1]],
  "total_energy_ev": -18289.3138,
  "largest_force_ev_per_a": 2.6,
  "smiles": "C[C@@H](N)/C=C/Cl"
}



(2)
{
  "formula": "C5H13KO9P",
  "method": "wB97M-V/def2-TZVPD",
  "elements": ["K", "O", "C", "O", "O", "H", "P", "O", "O", "O", "O", "C", "C", "O", "H", "H", "H", "H", "H", "H", "C", "C", "O", "H", "H", "H", "H", "H", "H"],
  "xyz": [[-1.618, -0.308, -23.119], [2.061, 0.411, -21.723], [1.163, 1.267, -22.107], [0.762, 2.160, -21.339], [0.813, 1.163, -23.273], [2.177, 0.039, -22.601], [-3.058, 0.237, -19.913], [-4.380, -0.418, -19.392], [-3.360, 1.091, -21.170], [-1.986, -0.851, -20.279], [-2.525, 1.103, -18.746], [-3.387, 4.365, -24.412], [-2.420, 3.654, -23.588], [-2.831, 2.337, -23.658], [-3.277, 5.436, -24.236], [-4.428, 4.072, -24.282], [-3.171, 4.165, -25.461], [-2.298, 4.055, -22.582], [-1.415, 3.826, -23.973], [-3.150, 2.091, -22.787], [0.500, -2.142, -27.193], [-0.782, -2.183, -26.455], [-0.436, -2.011, -25.180], [0.276, -2.150, -28.260], [1.060, -3.028, -26.893], [1.164, -1.324, -26.912], [-1.278, -3.139, -26.622], [-1.378, -1.347, -26.820], [-1.002, -2.595, -24.669]],
  "forces_ev_per_angstrom": [[0.0, 1.0, 1.2], [2.7, -2.4, 1.2], [-2.7, 5.1, 2.4], [0.6, -0.5, 0.5], [-1.2, -1.3, -4.3], [0.7, -1.0, -0.1], [0.7, -1.3, -2.0], [0.8, 0.5, 0.4], [0.1, 0.0, -0.3], [-1.0, 0.7, 0.0], [-0.6, -0.1, 0.5], [-0.8, 2.0, -1.3], [0.9, 0.1, 0.6], [0.7, -1.4, -0.3], [-0.2, 0.4, -0.3], [0.1, 0.0, 0.5], [0.0, 0.1, -0.2], [-0.6, -0.3, 0.4], [0.3, -0.5, -0.4], [-0.2, -0.9, 1.4], [0.9, -0.8, -1.0], [-0.1, 0.6, -2.7], [-0.2, -0.2, 4.1], [0.5, 0.0, -0.2], [0.1, -0.2, -0.4], [-0.5, 0.4, -0.1], [-0.3, 0.0, -0.2], [-0.7, 0.0, 0.0], [0.2, 0.1, 0.6]],
  "total_energy_ev": -49439.1559,
  "total_charge": -2,
  "largest_force_ev_per_a": 6.2,
  "spin_multiplicity": 2
}



(3)
{
  "formula": "C8H35NO9",
  "method": "wB97M-V/def2-TZVPD",
  "elements": ["C", "O", "C", "C", "C", "N", "H", "H", "H", "H", "H", "H", "H", "H", "H", "H", "H", "C", "C", "O", "H", "H", "H", "H", "H", "H", "C", "C", "O", "H", "H", "H", "H", "H", "H", "O", "H", "H", "O", "H", "H", "O", "H", "H", "O", "H", "H", "O", "H", "H", "O", "H", "H"],
  "xyz": [[-0.414, -2.689, 6.640], [-1.440, -2.767, 5.655], [-1.013, -3.190, 4.383], [-0.205, -2.093, 3.597], [-0.957, -0.779, 3.408], [0.328, -2.543, 2.331], [-0.820, -2.395, 7.607], [0.276, -1.858, 6.494], [0.249, -3.555, 6.659], [-0.488, -4.119, 4.602], [-1.870, -3.534, 3.803], [0.682, -1.939, 4.212], [-0.495, -0.038, 2.755], [-1.190, -0.275, 4.346], [-1.859, -1.104, 2.889], [0.073, -1.772, 1.730], [1.322, -2.721, 2.359], [5.372, -0.220, -2.469], [6.596, 0.708, -2.355], [6.365, 1.829, -1.539], [4.625, 0.377, -2.993], [5.027, -0.364, -1.445], [5.715, -1.205, -2.786], [6.873, 0.955, -3.380], [7.551, 0.249, -2.101], [6.352, 1.466, -0.650], [-4.135, -3.427, -0.825], [-4.208, -1.943, -1.263], [-4.308, -2.027, -2.683], [-5.085, -3.950, -0.932], [-3.671, -3.478, 0.160], [-3.372, -3.847, -1.480], [-3.315, -1.353, -1.059], [-5.060, -1.485, -0.761], [-3.430, -1.965, -3.066], [-0.185, 5.532, 2.899], [0.360, 4.871, 2.470], [0.220, 5.657, 3.757], [2.430, 3.391, 0.638], [2.724, 4.284, 0.822], [3.150, 2.836, 0.938], [0.685, 2.065, -6.770], [-0.206, 2.347, -6.974], [0.815, 1.279, -7.300], [-0.388, 1.377, -2.078], [0.142, 1.692, -2.810], [-0.006, 1.797, -1.307], [-2.955, 4.079, -2.640], [-2.653, 3.207, -2.384], [-3.903, 4.051, -2.512], [-3.335, 2.962, -6.563], [-4.029, 2.363, -6.286], [-2.937, 3.261, -5.746]],
  "forces_ev_per_angstrom": [[0.3, 0.9, -0.4], [-0.2, 0.7, 0.9], [0.2, 0.1, -0.3], [1.3, -0.4, 1.8], [-0.7, -0.7, 0.2], [-1.1, -0.2, -0.6], [-0.5, -0.8, 0.0], [0.1, 0.3, -0.7], [-0.4, -0.5, 0.2], [0.9, 0.0, -0.7], [-0.4, 0.4, 0.0], [0.0, 0.4, 0.5], [0.5, -0.2, 0.0], [-0.2, -0.2, 0.0], [-0.5, 0.5, 0.1], [0.8, -0.5, -0.9], [-0.1, 0.2, -0.2], [1.3, 0.8, 1.6], [0.5, -0.8, -1.3], [-0.1, 0.2, -0.2], [-0.2, -0.9, -0.4], [-0.4, -0.1, 0.1], [-0.6, 0.2, -0.8], [-0.4, 1.1, -0.1], [-0.2, -0.7, 0.8], [0.0, 0.2, 0.2], [1.4, 1.2, 0.3], [0.3, -1.7, -0.3], [-1.0, 0.9, -0.5], [0.2, 0.1, 0.2], [-0.6, -0.3, 0.4], [-0.2, -0.4, -0.1], [0.1, -0.2, 0.6], [-0.2, 0.4, -0.7], [0.0, 0.0, 0.1], [-0.1, 0.1, -0.1], [0.1, -0.2, -0.2], [0.1, 0.1, 0.2], [-0.3, -0.1, 0.0], [0.1, 0.3, -0.1], [0.2, -0.2, 0.0], [0.2, 0.1, 0.2], [-0.3, 0.1, -0.1], [0.1, -0.2, -0.1], [-0.3, -0.1, 0.0], [0.2, 0.1, -0.3], [0.1, 0.2, 0.2], [0.1, 0.2, -0.2], [0.2, -0.3, 0.1], [-0.3, 0.1, 0.0], [0.2, 0.0, -0.3], [-0.2, -0.2, 0.0], [0.1, 0.2, 0.3]],
  "total_energy_ev": -28778.5832,
  "largest_force_ev_per_a": 2.3,
  "smiles": "COC[C@H](C)N.CCO.CCO.O.O.O.O.O.O"
}